Below is a 11-piece molecular cluster, C88H190N10O11 overall at a distorted geometry, with properties calculated with the ωB97M-V functional and the def2-TZVPD basis.

CARTESIAN COORDINATES (ANGSTROEM)
C (-20.391, -23.701, 20.822)
C (-21.500, -24.231, 19.935)
C (-20.921, -24.300, 18.488)
C (-21.833, -25.633, 20.473)
C (-23.074, -26.153, 19.806)
C (-24.173, -25.150, 19.966)
C (-23.907, -23.751, 19.470)
C (-23.927, -23.750, 17.918)
C (-25.094, -22.882, 19.965)
N (-22.656, -23.321, 20.103)
O (-22.341, -22.021, 19.527)
H (-19.612, -24.474, 20.918)
H (-19.920, -22.846, 20.321)
H (-20.726, -23.367, 21.825)
H (-19.863, -24.523, 18.515)
H (-21.408, -25.008, 17.804)
H (-20.977, -23.268, 18.123)
H (-20.993, -26.324, 20.306)
H (-22.045, -25.554, 21.541)
H (-22.890, -26.430, 18.782)
H (-23.309, -27.083, 20.374)
H (-24.393, -25.042, 21.026)
H (-25.102, -25.463, 19.477)
H (-23.544, -24.680, 17.445)
H (-23.311, -22.955, 17.506)
H (-24.902, -23.628, 17.474)
H (-25.004, -21.894, 19.537)
H (-25.114, -22.822, 21.061)
H (-26.042, -23.366, 19.632)
H (-22.240, -21.399, 20.259)
C (-12.910, -13.780, 16.163)
C (-12.393, -14.837, 15.151)
C (-11.036, -14.421, 14.529)
C (-12.326, -16.166, 15.844)
C (-13.648, -16.858, 16.021)
C (-14.408, -16.898, 14.772)
C (-14.645, -15.536, 14.099)
C (-15.199, -15.703, 12.684)
C (-15.603, -14.711, 14.953)
N (-13.280, -15.000, 13.935)
O (-13.386, -13.772, 13.257)
H (-12.161, -13.487, 16.913)
H (-13.101, -12.854, 15.598)
H (-13.836, -13.991, 16.675)
H (-10.877, -14.984, 13.612)
H (-10.994, -13.358, 14.327)
H (-10.198, -14.652, 15.215)
H (-11.697, -16.812, 15.224)
H (-11.770, -16.006, 16.786)
H (-13.462, -17.909, 16.338)
H (-14.188, -16.367, 16.827)
H (-15.361, -17.363, 14.955)
H (-13.855, -17.526, 14.090)
H (-15.289, -14.714, 12.206)
H (-16.245, -16.075, 12.727)
H (-14.526, -16.303, 12.077)
H (-16.589, -14.789, 14.498)
H (-15.362, -13.655, 15.001)
H (-15.723, -15.087, 15.972)
H (-12.866, -13.833, 12.458)
C (-16.757, -24.028, 23.312)
C (-16.069, -23.415, 22.068)
C (-16.291, -24.338, 20.870)
C (-16.732, -22.027, 21.790)
C (-15.900, -21.276, 20.742)
C (-14.513, -21.019, 21.250)
C (-13.777, -22.305, 21.492)
C (-13.388, -23.044, 20.217)
C (-12.479, -21.978, 22.280)
N (-14.642, -23.162, 22.382)
O (-14.025, -24.398, 22.661)
H (-16.436, -25.077, 23.410)
H (-16.422, -23.491, 24.227)
H (-17.841, -23.982, 23.195)
H (-17.273, -24.830, 21.041)
H (-16.240, -23.853, 19.912)
H (-15.559, -25.142, 20.870)
H (-17.750, -22.220, 21.491)
H (-16.786, -21.461, 22.714)
H (-15.873, -21.836, 19.802)
H (-16.416, -20.335, 20.484)
H (-14.536, -20.467, 22.177)
H (-13.968, -20.403, 20.494)
H (-14.296, -23.332, 19.682)
H (-12.798, -23.927, 20.424)
H (-12.805, -22.335, 19.635)
H (-11.873, -21.213, 21.765)
H (-11.928, -22.894, 22.433)
H (-12.798, -21.612, 23.249)
H (-13.853, -24.933, 21.868)
C (-15.802, -19.602, 7.145)
C (-15.945, -19.243, 8.589)
C (-16.730, -17.951, 8.744)
C (-16.749, -20.414, 9.292)
C (-15.908, -21.643, 9.417)
C (-14.626, -21.361, 10.160)
C (-13.797, -20.282, 9.445)
C (-12.683, -19.805, 10.377)
C (-13.213, -20.766, 8.118)
N (-14.693, -19.105, 9.333)
O (-13.996, -17.925, 8.991)
H (-16.776, -19.521, 6.679)
H (-15.113, -18.883, 6.667)
H (-15.401, -20.592, 7.006)
H (-16.879, -17.610, 9.766)
H (-16.281, -17.057, 8.248)
H (-17.703, -18.109, 8.277)
H (-17.128, -20.200, 10.297)
H (-17.662, -20.559, 8.742)
H (-16.563, -22.250, 10.054)
H (-15.781, -22.163, 8.452)
H (-14.012, -22.254, 10.251)
H (-14.876, -20.946, 11.137)
H (-12.122, -20.692, 10.677)
H (-13.108, -19.400, 11.296)
H (-12.036, -19.031, 9.932)
H (-12.216, -21.222, 8.231)
H (-13.071, -19.917, 7.464)
H (-13.847, -21.517, 7.649)
H (-13.760, -17.902, 8.050)
C (-8.989, -19.003, 15.823)
C (-9.672, -20.075, 14.975)
C (-11.127, -19.708, 14.828)
C (-8.980, -20.161, 13.606)
C (-7.689, -20.917, 13.607)
C (-7.851, -22.283, 14.210)
C (-8.387, -22.280, 15.633)
C (-8.814, -23.708, 16.010)
C (-7.392, -21.729, 16.636)
N (-9.643, -21.463, 15.583)
O (-10.374, -21.464, 16.763)
H (-8.942, -19.228, 16.911)
H (-7.919, -18.955, 15.560)
H (-9.370, -17.988, 15.691)
H (-11.300, -18.692, 14.478)
H (-11.561, -20.378, 14.077)
H (-11.634, -19.838, 15.783)
H (-9.694, -20.613, 12.902)
H (-8.857, -19.133, 13.225)
H (-7.278, -21.030, 12.603)
H (-6.946, -20.326, 14.162)
H (-6.929, -22.846, 14.127)
H (-8.573, -22.808, 13.601)
H (-9.294, -23.681, 17.007)
H (-7.996, -24.419, 15.972)
H (-9.555, -24.042, 15.275)
H (-6.462, -22.311, 16.798)
H (-7.946, -21.675, 17.607)
H (-7.028, -20.735, 16.394)
H (-9.864, -21.084, 17.514)
C (-20.062, -24.440, 12.686)
C (-19.121, -25.296, 11.880)
C (-18.009, -24.418, 11.276)
C (-18.457, -26.351, 12.852)
C (-19.424, -27.472, 13.196)
C (-19.922, -28.159, 11.951)
C (-20.659, -27.186, 10.952)
C (-20.796, -27.902, 9.596)
C (-22.025, -26.769, 11.493)
N (-19.667, -26.099, 10.735)
O (-20.282, -25.141, 9.818)
H (-19.569, -23.582, 13.150)
H (-20.811, -23.991, 12.030)
H (-20.505, -25.038, 13.472)
H (-17.531, -23.945, 12.137)
H (-17.306, -24.994, 10.662)
H (-18.441, -23.626, 10.609)
H (-17.661, -26.846, 12.298)
H (-17.970, -25.905, 13.737)
H (-18.959, -28.200, 13.865)
H (-20.306, -27.125, 13.782)
H (-20.624, -28.982, 12.227)
H (-19.001, -28.567, 11.511)
H (-21.197, -27.160, 8.903)
H (-21.542, -28.708, 9.606)
H (-19.870, -28.331, 9.176)
H (-22.565, -26.148, 10.771)
H (-21.998, -26.215, 12.448)
H (-22.599, -27.701, 11.596)
H (-19.595, -25.067, 9.143)
C (-11.713, -27.290, 10.766)
C (-12.222, -25.963, 10.167)
C (-11.764, -25.847, 8.688)
C (-13.784, -25.974, 10.140)
C (-14.471, -25.883, 11.476)
C (-13.915, -24.617, 12.162)
C (-12.349, -24.543, 12.233)
C (-11.929, -23.099, 12.599)
C (-11.920, -25.525, 13.352)
N (-11.786, -24.766, 10.918)
O (-10.343, -24.827, 11.030)
H (-12.003, -28.090, 10.055)
H (-10.625, -27.291, 10.913)
H (-12.177, -27.582, 11.720)
H (-11.991, -24.875, 8.251)
H (-10.683, -26.104, 8.616)
H (-12.323, -26.643, 8.198)
H (-14.094, -25.160, 9.484)
H (-14.171, -26.886, 9.675)
H (-15.538, -25.883, 11.376)
H (-14.165, -26.765, 12.038)
H (-14.318, -24.461, 13.160)
H (-14.219, -23.780, 11.544)
H (-10.860, -23.105, 12.796)
H (-12.338, -22.839, 13.554)
H (-12.119, -22.363, 11.808)
H (-12.598, -26.329, 13.582)
H (-11.574, -24.970, 14.230)
H (-11.027, -25.938, 12.952)
H (-9.983, -23.988, 10.751)
C (-13.313, -22.671, 16.176)
C (-14.590, -21.822, 16.039)
C (-14.424, -20.664, 17.046)
C (-14.724, -21.313, 14.620)
C (-16.156, -20.792, 14.320)
C (-17.147, -21.835, 14.544)
C (-17.129, -22.320, 16.005)
C (-17.664, -21.266, 16.958)
C (-18.031, -23.560, 16.116)
N (-15.743, -22.715, 16.341)
O (-15.665, -22.982, 17.724)
H (-13.348, -23.077, 17.192)
H (-13.218, -23.544, 15.543)
H (-12.354, -22.139, 16.127)
H (-15.323, -20.167, 17.284)
H (-13.973, -20.964, 17.988)
H (-13.708, -19.964, 16.584)
H (-13.996, -20.524, 14.403)
H (-14.473, -22.135, 13.911)
H (-16.324, -19.871, 14.910)
H (-16.149, -20.461, 13.269)
H (-16.851, -22.728, 13.994)
H (-18.160, -21.535, 14.251)
H (-18.779, -21.288, 16.888)
H (-17.296, -20.237, 16.868)
H (-17.512, -21.541, 18.008)
H (-17.547, -24.460, 15.723)
H (-18.969, -23.450, 15.584)
H (-18.239, -23.716, 17.186)
H (-15.581, -23.936, 17.839)
C (-20.833, -20.069, 12.335)
C (-20.886, -19.298, 13.713)
C (-21.157, -20.350, 14.801)
C (-19.590, -18.588, 13.981)
C (-19.394, -17.390, 13.124)
C (-20.579, -16.482, 13.320)
C (-21.891, -17.045, 12.982)
C (-23.004, -16.161, 13.635)
C (-22.035, -17.141, 11.475)
N (-22.002, -18.350, 13.794)
O (-23.221, -19.078, 13.390)
H (-20.453, -19.562, 11.452)
H (-20.125, -20.911, 12.427)
H (-21.809, -20.495, 12.068)
H (-20.251, -20.931, 14.906)
H (-21.548, -19.932, 15.739)
H (-21.888, -21.036, 14.412)
H (-19.632, -18.289, 15.054)
H (-18.792, -19.335, 13.873)
H (-18.463, -16.888, 13.387)
H (-19.284, -17.738, 12.092)
H (-20.357, -15.504, 12.855)
H (-20.660, -16.160, 14.377)
H (-24.016, -16.472, 13.297)
H (-22.887, -15.102, 13.364)
H (-23.037, -16.208, 14.717)
H (-22.769, -17.894, 11.256)
H (-21.106, -17.556, 11.044)
H (-22.240, -16.220, 10.952)
H (-23.834, -19.022, 14.152)
C (-11.290, -19.488, 19.083)
O (-10.052, -20.179, 19.206)
C (-9.230, -19.852, 20.326)
C (-8.069, -20.765, 20.496)
C (-8.406, -22.260, 20.626)
N (-7.225, -20.211, 21.585)
H (-11.040, -18.441, 18.891)
H (-11.872, -19.577, 20.002)
H (-11.757, -19.809, 18.164)
H (-8.946, -18.792, 20.264)
H (-9.847, -19.918, 21.237)
H (-7.573, -20.501, 19.561)
H (-7.623, -22.870, 21.083)
H (-8.729, -22.671, 19.673)
H (-9.335, -22.330, 21.221)
H (-7.701, -20.283, 22.477)
H (-6.321, -20.680, 21.661)
C (-15.065, -26.401, 15.704)
C (-15.705, -26.571, 17.059)
C (-15.578, -27.877, 17.768)
O (-15.203, -25.559, 17.891)
H (-15.558, -27.049, 14.978)
H (-13.970, -26.566, 15.691)
H (-15.251, -25.350, 15.390)
H (-16.738, -26.327, 16.874)
H (-14.569, -28.202, 18.058)
H (-16.075, -28.584, 17.126)
H (-16.186, -27.743, 18.662)
H (-14.226, -25.487, 17.806)


Below is one molecule with the formula C8H10, with properties calculated with the ωB97M-V functional and the def2-TZVPD basis.

CARTESIAN COORDINATES (ANGSTROEM)
C (-2.517, 0.358, 0.023)
C (-1.246, -0.382, 0.255)
C (-0.002, 0.114, 0.136)
C (0.368, 1.561, -0.180)
C (1.851, 1.537, 0.092)
C (2.307, 0.266, 0.069)
C (1.244, -0.626, 0.031)
C (1.351, -2.099, -0.092)
H (-3.074, 0.429, 0.959)
H (-3.139, -0.190, -0.686)
H (-2.346, 1.360, -0.359)
H (-1.373, -1.415, 0.538)
H (0.115, 1.791, -1.219)
H (-0.122, 2.296, 0.461)
H (2.411, 2.430, 0.298)
H (2.141, -2.360, -0.794)
H (0.410, -2.543, -0.409)
H (1.620, -2.527, 0.876)


Below is one molecule with the formula C8H10 at a distorted geometry, with properties calculated with the ωB97M-V functional and the def2-TZVPD basis.

CARTESIAN COORDINATES (ANGSTROEM)
C (-1.688, -1.770, 0.054)
C (-1.373, -1.267, 1.102)
C (-0.408, -0.431, 1.832)
C (0.861, -0.655, 0.928)
C (0.335, -0.262, -0.234)
C (1.015, -0.329, -1.537)
C (-0.572, 0.935, -0.169)
C (-0.581, 0.971, 1.437)
H (-2.126, -2.237, -0.822)
H (-0.391, -0.889, 2.805)
H (1.629, -1.406, 1.128)
H (0.334, -0.759, -2.230)
H (2.048, -0.754, -1.754)
H (1.166, 0.684, -1.960)
H (-1.502, 0.821, -0.604)
H (0.021, 1.663, -0.615)
H (0.108, 1.720, 1.880)
H (-1.498, 1.303, 1.855)


Below is one molecule with the formula C8H10 at a distorted geometry, with properties calculated with the ωB97M-V functional and the def2-TZVPD basis.

CARTESIAN COORDINATES (ANGSTROEM)
C (-0.686, 2.235, -1.137)
C (-0.630, 1.606, 0.261)
C (-0.119, 0.191, 0.251)
C (-0.960, -0.893, 0.128)
C (-0.470, -2.203, 0.194)
C (0.868, -2.443, 0.393)
C (1.722, -1.345, 0.595)
C (1.234, -0.061, 0.512)
H (-0.912, 1.464, -1.882)
H (0.258, 2.680, -1.472)
H (-1.462, 3.001, -1.198)
H (-0.045, 2.222, 0.946)
H (-1.645, 1.623, 0.647)
H (-2.011, -0.798, -0.153)
H (-1.179, -3.014, 0.090)
H (1.337, -3.416, 0.394)
H (2.755, -1.594, 0.786)
H (1.945, 0.746, 0.645)


Below is C8H10AsBF6MgN2O16 as an isolated structure at a distorted geometry, with properties calculated with the ωB97M-V functional and the def2-TZVPD basis.

Values from the calculation:
* total charge: -2

CARTESIAN COORDINATES (ANGSTROEM)
Mg (24.461, 5.347, -11.120)
O (36.091, 2.759, -12.386)
C (35.140, 1.988, -12.564)
O (33.935, 2.127, -11.968)
B (32.985, 1.058, -12.443)
O (33.839, 0.305, -13.432)
C (35.064, 0.841, -13.516)
O (35.923, 0.497, -14.345)
O (31.770, 1.627, -12.973)
C (30.747, 1.543, -12.173)
O (29.584, 2.042, -12.194)
C (31.298, 0.593, -11.046)
O (32.495, 0.224, -11.361)
O (30.703, 0.147, -10.051)
N (23.601, 2.140, -6.519)
O (22.959, 2.549, -5.603)
O (23.661, 2.841, -7.519)
O (24.091, 1.011, -6.571)
N (28.855, 7.479, -8.384)
O (29.226, 8.653, -8.244)
O (29.469, 6.622, -7.919)
O (27.865, 7.157, -9.057)
As (19.871, 1.455, -13.604)
F (18.587, 0.243, -13.931)
F (19.760, 2.100, -15.256)
F (21.204, 2.578, -13.244)
F (20.073, 0.750, -11.934)
F (20.985, 0.234, -14.291)
F (18.658, 2.581, -12.993)
C (24.221, 7.183, -14.857)
O (23.838, 7.649, -13.563)
C (22.860, 8.752, -13.600)
C (22.658, 9.443, -12.174)
O (22.560, 8.294, -11.298)
C (21.925, 8.539, -10.097)
H (25.169, 6.646, -14.872)
H (24.382, 7.991, -15.571)
H (23.430, 6.486, -15.134)
H (21.928, 8.404, -14.046)
H (23.063, 9.475, -14.389)
H (21.757, 10.048, -12.069)
H (23.585, 9.914, -11.847)
H (22.320, 9.469, -9.688)
H (22.002, 7.854, -9.253)
H (20.865, 8.726, -10.270)


Below is C8H10AuO8P as an isolated structure at a distorted geometry, with properties calculated with the ωB97M-V functional and the def2-TZVPD basis.

Values from the calculation:
* total charge: +2
* multiplicity: 3
* ⟨S²⟩: 2.0230

CARTESIAN COORDINATES (ANGSTROEM)
O (-0.191, 4.838, -5.193)
C (0.066, 3.730, -5.197)
Au (-0.413, 0.897, -1.094)
O (-0.159, 3.506, 0.627)
C (-0.347, 2.615, -0.066)
C (0.610, -0.627, -2.818)
O (0.595, -1.857, -2.850)
C (1.462, 0.148, -1.883)
O (2.629, 0.370, -1.770)
C (-2.432, 0.763, -1.422)
O (-3.558, 0.556, -1.478)
H (0.016, 0.132, -3.443)
C (-1.708, 0.035, 2.926)
O (-0.489, 0.337, 2.207)
P (-0.040, -0.410, 0.865)
O (1.490, -0.778, 1.094)
C (2.390, 0.041, 1.883)
O (-0.824, -1.793, 0.922)
C (-0.330, -3.039, 0.370)
H (-2.546, -0.198, 2.258)
H (-1.954, 0.929, 3.508)
H (-1.517, -0.803, 3.598)
H (2.182, 1.114, 1.774)
H (2.297, -0.254, 2.931)
H (3.404, -0.179, 1.527)
H (0.651, -2.914, -0.110)
H (-0.233, -3.746, 1.199)
H (-1.052, -3.413, -0.365)


What are the total energy values for these records? In order: -4841.7649 -310.6809 -310.6300 -310.8315 -4684.0388 -1389.0190 hartree.